10
Properties=species:S:1:pos:R:3 method="wB97M-V/def2-TZVPD" total_charge=0 de_lowest_kcal_mol=159.9 homo_lumo_gap_ev=6.287 spin_multiplicity=1
O -2.06 -0.06 -0.64
C -0.96 0.22 0.08
O -0.76 -0.41 1.44
C 0.33 -0.30 -0.64
N 1.40 -0.04 0.40
H -0.81 1.26 0.25
H 0.06 -1.29 -0.81
H 0.43 0.21 -1.58
H 2.03 0.71 0.06
H 0.33 -0.30 1.43